[1]
DFT (wB97M-V/def2-TZVPD) results for a molecular structure, C5H8BiNaO5.

```
! wB97M-V def2-TZVPD RIJCOSX def2/J DEFGRID3
* xyz 2 1
C -1.405 0.172 -1.949
O -2.003 0.808 -2.815
O -1.653 -1.014 -1.574
Na -2.357 2.029 -4.532
O -1.623 0.879 -0.040
C -0.625 1.805 0.293
C 0.684 1.106 -0.018
O 0.626 -0.045 0.649
C 1.669 -1.005 0.925
C 0.963 -2.043 1.802
O -0.255 -2.424 1.266
Bi -1.389 -1.124 0.446
H -0.582 2.212 1.321
H -0.686 2.668 -0.399
H 1.595 1.697 0.152
H 0.061 0.682 -1.618
H 2.497 -0.479 1.418
H 1.969 -1.428 -0.044
H 0.850 -1.603 2.815
H 1.663 -2.895 1.902
*
```

**E_LUMO (spin up / spin down)**: -9.66 / -9.66 eV
**Maximum force**: 7.2 eV/Å
**Energy relative to the best compared isomer or geometry (same formula, charge and spin)**: 155.9 kJ/mol
**Energy**: -25787.4969 eV
**Kohn-Sham gap (spin up / spin down)**: 7.0 / 7.0 eV

***

[2]
DFT (wB97M-V/def2-TZVPD) results for 2 unconnected molecules or ions with the total composition C5H8Br2.

```
! wB97M-V def2-TZVPD RIJCOSX def2/J DEFGRID3
* xyz 0 1
C 0.844 1.901 0.755
C 0.253 1.660 -0.691
Br -1.133 2.639 -1.379
C 0.947 0.768 -1.484
Br 2.191 -0.449 -0.901
H 1.434 1.080 1.116
H -0.006 2.105 1.328
H 1.645 2.652 0.565
H 0.545 0.787 -2.440
C -1.115 -2.613 1.038
C -1.081 -1.732 0.036
H -0.237 -2.542 1.784
H -1.803 -3.529 0.974
H -0.750 -0.795 0.095
H -1.734 -1.931 -0.797
*
```

**E_LUMO**: 0.68 eV
**Maximum force**: 5.6 eV/Å
**Energy relative to the best compared isomer or geometry (same formula, charge and spin)**: 242.4 kJ/mol
**Energy**: -145396.7307 eV
**SMILES string**: C/C(Br)=C\Br.C=C
**Kohn-Sham gap**: 9.6 eV

***

[3]
DFT (wB97M-V/def2-TZVPD) results for a single C5H8Br2O2S molecule.

```
! wB97M-V def2-TZVPD RIJCOSX def2/J DEFGRID3
* xyz 0 1
C 1.149 -0.864 -0.452
C 0.124 -1.658 0.597
C -1.466 0.643 1.074
C 1.111 0.613 -0.313
C 0.794 1.655 -1.281
O -2.013 -1.006 -0.819
O -2.362 -1.646 1.519
S -1.539 -1.061 0.497
Br -2.386 1.831 0.002
Br 2.201 1.262 1.133
H 2.082 -1.263 -0.028
H 0.878 -1.202 -1.419
H 0.093 -2.612 0.224
H 0.251 -1.454 1.641
H -1.097 1.069 1.972
H 1.497 2.479 -1.081
H -0.229 1.990 -1.067
H 0.912 1.220 -2.199
*
```

**E_LUMO (spin up / spin down)**: -0.89 / -0.28 eV
**Maximum force**: 4.2 eV/Å
**Energy relative to the best compared isomer or geometry (same formula, charge and spin)**: 431.7 kJ/mol
**Energy**: -160325.1862 eV
**Kohn-Sham gap (spin up / spin down)**: 7.2 / 8.5 eV

***

[4]
DFT (wB97M-V/def2-TZVPD) results for a molecular structure, C5H8Br4Na4O3.

```
! wB97M-V def2-TZVPD RIJCOSX def2/J DEFGRID3
* xyz 2 1
Na 25.070 -18.974 -23.081
Na 19.647 -17.031 -25.287
Na 20.702 -18.835 -22.268
Na 22.476 -16.051 -23.829
C 22.589 -18.782 -24.404
O 23.581 -18.162 -24.767
O 21.494 -18.292 -24.537
O 22.668 -19.686 -23.522
Br 22.271 -24.638 -21.447
C 23.893 -23.944 -22.319
C 23.785 -22.510 -22.787
Br 25.381 -22.017 -23.840
H 24.075 -24.568 -23.195
H 24.659 -23.986 -21.546
H 23.679 -21.786 -21.979
H 22.957 -22.423 -23.490
Br 22.363 -15.332 -26.558
C 23.398 -16.454 -27.820
C 22.565 -17.505 -28.446
Br 23.705 -18.726 -29.500
H 24.232 -16.814 -27.218
H 23.814 -15.770 -28.560
H 21.860 -17.096 -29.169
H 22.082 -17.986 -27.595
*
```

**E_LUMO**: -8.13 eV
**Maximum force**: 10.1 eV/Å
**Energy**: -309282.6108 eV
**Kohn-Sham gap**: 6.1 eV

***

[5]
DFT (wB97M-V/def2-TZVPD) results for a molecular structure, C5H8BrCl.

```
! wB97M-V def2-TZVPD RIJCOSX def2/J DEFGRID3
* xyz 0 1
C -0.532 -0.868 1.481
C 0.128 0.231 0.840
C 1.571 1.569 -0.602
C -2.220 -1.096 -1.316
C 1.292 0.239 0.096
Cl -1.480 -2.097 -0.190
Br 2.649 -1.072 -0.234
H -1.396 -0.900 2.101
H 0.095 -1.698 1.690
H -0.550 1.016 0.898
H 2.214 1.422 -1.400
H 0.603 1.974 -0.884
H 2.022 2.169 0.261
H -2.867 -0.331 -0.783
H -1.530 -0.559 -1.959
*
```

**E_LUMO (spin up / spin down)**: -0.61 / -0.14 eV
**Maximum force**: 3.6 eV/Å
**Energy relative to the best compared isomer or geometry (same formula, charge and spin)**: 395.2 kJ/mol
**Energy**: -87874.3694 eV
**Kohn-Sham gap (spin up / spin down)**: 6.4 / 8.3 eV

***

[6]
DFT (wB97M-V/def2-TZVPD) results for 2 unconnected molecules or ions with the total composition C5H8BrN.

```
! wB97M-V def2-TZVPD RIJCOSX def2/J DEFGRID3
* xyz 0 1
C -0.559 1.893 -0.022
C 0.766 1.426 -0.015
C -1.609 1.046 0.093
C 0.097 -0.661 -0.255
C 0.097 -2.126 0.072
N 0.964 0.143 0.129
Br 3.899 -0.437 -0.042
H -0.798 2.993 -0.072
H 1.520 2.108 0.114
H -1.413 0.109 0.634
H -2.583 1.284 -0.280
H -0.593 -0.323 -1.043
H 0.808 -2.766 -0.624
H -1.005 -2.494 0.152
H 0.406 -2.194 1.161
*
```

**E_LUMO (spin up / spin down)**: -0.80 / -2.57 eV
**Maximum force**: 4.0 eV/Å
**Energy relative to the best compared isomer or geometry (same formula, charge and spin)**: 342.5 kJ/mol
**Energy**: -76842.7488 eV
**Kohn-Sham gap (spin up / spin down)**: 8.6 / 4.4 eV